{
  "formula": "C5H9NO",
  "method": "the ωB97M-V functional and the def2-TZVPD basis",
  "largest_force_ev_per_a": 4.680,
  "homo_ev": [0.868, -2.929],
  "multiplicity": 2,
  "s_squared": 0.754,
  "charge": -1,
  "energy_ev": -8865.4619,
  "e_above_lowest_ev": 1.736,
  "gap_ha": [0.11464, 0.24959],
  "lumo_energy_ev": [3.99, 3.86],
  "symbols": ["O", "C", "C", "C", "C", "C", "N", "H", "H", "H", "H", "H", "H", "H", "H", "H"],
  "positions_angstrom": [[-2.586, -0.083, 1.082], [-1.502, -0.571, 0.673], [-0.237, -0.392, 1.462], [0.964, -0.443, 0.475], [0.911, 0.313, -0.850], [0.436, 1.548, -0.951], [1.678, -0.333, -1.801], [-1.593, -1.291, -0.261], [-0.422, 0.827, 1.715], [-0.229, -0.833, 2.470], [1.848, -0.111, 1.017], [1.264, -1.492, 0.354], [0.446, 2.240, -1.757], [0.127, 2.047, -0.046], [1.897, 0.289, -2.558], [1.817, -1.323, -1.773]],
  "forces_ev_per_a": [[-1.2, 0.6, 0.6], [-0.1, -2.1, -1.3], [-1.3, 4.1, -1.8], [0.2, -0.7, 1.8], [0.4, -1.0, 1.5], [0.0, 0.7, 1.0], [-0.3, 1.2, -0.2], [0.9, 0.9, 1.3], [0.8, -2.5, -0.2], [0.7, -0.4, -0.2], [0.3, 0.5, 0.0], [-0.4, -0.2, -0.7], [0.2, -0.1, -1.2], [-0.4, -0.3, 0.2], [0.3, -0.8, -0.5], [0.0, 0.0, -0.3]]
}